Entry from OMol25: a cluster of 2 separate species, C4H4BrNS in total at a distorted geometry (ωB97M-V/def2-TZVPD).

- Largest force on an atom: 2.23 eV/Å
- Orbital gap (alpha / beta): 8.67 / 8.16 eV
- HOMO level (alpha / beta): -9.34 / -8.89 eV
- Energy: -86574.9711 eV

```
11
Properties=species:S:1:pos:R:3:forces:R:3:nbo_charge:R:1
C -0.474 -0.160 -1.063 0.027 -1.654 0.266 -0.3585
C -1.819 -0.162 -0.902 -0.396 0.273 1.370 -0.3618
C -0.654 0.151 1.304 -2.086 0.777 -0.106 -0.4908
C 0.118 -0.090 0.253 1.644 0.606 -0.860 0.1624
N 2.580 0.027 0.782 -1.620 -1.418 0.388 -0.6437
S -2.340 0.152 0.730 0.931 -0.346 -0.650 0.3800
Br 3.199 1.509 -0.088 0.164 -0.455 -0.475 0.2271
H -0.111 -0.578 -2.024 0.446 0.673 0.977 0.2446
H -2.549 -0.561 -1.560 -0.453 0.181 -0.814 0.2315
H -0.645 0.628 2.274 1.091 -0.514 0.083 0.2604
H 2.695 -0.916 0.296 0.251 1.875 -0.178 0.3488
```
Positions in Å, forces in eV/Å.